(1)
Computed, not measured: a cluster of 2 separate species, C5H13NO in total in a non-equilibrium geometry, with ωB97M-V/def2-TZVPD.

Calculated values
E_LUMO ... 0.035 Ha
2S+1 ... 1
Total charge ... 0
HOMO-LUMO gap ... 0.343 Eh
SMILES ... CCC/C=C/N.O
Calculated total energy ... -8931.63505 eV

Geometry as XYZ:
```
20
Properties=species:S:1:pos:R:3:mulliken_charge:R:1
C 2.1961 1.9415 -0.8614 -0.9478
C 1.0506 2.2566 0.1381 -0.7628
C -0.3638 1.6758 -0.1785 -0.3417
C -0.1253 0.2043 -0.3762 -0.3331
C -0.8885 -0.6835 -1.0150 -0.3122
N -1.0706 -2.0404 -0.6353 -0.4851
H 2.7222 1.0005 -0.7435 0.2942
H 2.8010 2.8233 -0.6270 0.3042
H 1.9771 1.9480 -1.9222 0.2871
H 1.3693 1.8671 1.1303 0.2968
H 1.1277 3.3173 0.3803 0.4686
H -1.0367 1.8801 0.6909 0.2217
H -0.7540 2.1817 -1.0871 0.3249
H 0.7525 -0.2680 0.1398 0.2408
H -1.6265 -0.2962 -1.7485 0.2787
H -0.4082 -2.6304 -1.1381 0.2224
H -2.0394 -2.2967 -0.7772 0.2481
H -1.4792 -4.3047 3.5723 0.3164
H -2.0971 -4.5700 2.1452 0.3126
O -2.1073 -4.0061 2.9131 -0.6337
```

(2)
Computed, not measured: a cluster of 2 separate species, C5H13NO in total in a non-equilibrium geometry, with ωB97M-V/def2-TZVPD.

Calculated values
E_LUMO ... 0.028 Ha
2S+1 ... 1
Total charge ... 0
HOMO-LUMO gap ... 0.407 Eh
SMILES ... CC(N)=O.CCC
Calculated total energy ... -8931.51193 eV

Geometry as XYZ:
```
20
Properties=species:S:1:pos:R:3:mulliken_charge:R:1
C -1.4084 -0.7623 -1.9602 -0.9441
C -2.5410 -0.2624 -1.2441 0.7365
O -3.2795 -0.8031 -0.4369 -0.5853
N -2.5231 1.1393 -1.6309 -0.4467
H -1.4734 -1.4035 -2.8184 0.3263
H -0.5726 -1.3000 -1.4390 0.2512
H -3.2905 1.5362 -1.1087 0.2427
H -1.9925 1.5148 -2.3836 0.2271
H -0.5909 -0.0062 -2.4953 0.1884
C 1.9720 0.1827 1.6923 -0.4104
C 2.2040 0.2707 0.2641 -0.6529
C 0.6837 -0.3991 2.3341 -0.9975
H 2.8694 -0.2062 2.0998 0.3598
H 2.1903 1.1408 2.1784 0.3296
H 2.8800 -0.5299 0.0374 0.2671
H 2.5704 1.2355 -0.1982 0.2987
H -0.3390 0.0267 2.0380 0.2292
H 0.5942 -1.4381 2.0356 0.2891
H 1.2758 0.2138 -0.3352 -0.0497
H 0.7711 -0.1498 3.3709 0.3409
```

(3)
Computed, not measured: an isolated molecule of C5H13NO in a non-equilibrium geometry, with ωB97M-V/def2-TZVPD.

Calculated values
E_LUMO ... 0.037 Ha
2S+1 ... 1
Total charge ... 0
HOMO-LUMO gap ... 0.375 Eh
SMILES ... CC[C@@H](C)NCO
Calculated total energy ... -8931.11175 eV

Geometry as XYZ:
```
20
Properties=species:S:1:pos:R:3:mulliken_charge:R:1
C -0.4297 -2.0341 0.6923 -1.6726
C -0.2821 -0.5151 0.3866 0.3152
C -1.0914 -0.1082 -0.8581 -0.3218
C -2.4847 -0.2615 -0.6097 -1.2872
N 1.1170 -0.1367 0.1821 -0.4083
C 1.2552 1.2775 0.4922 -0.5112
O 2.1865 1.9374 -0.3071 -0.5108
H 0.0516 -2.1754 1.5560 0.5468
H -1.2934 -2.4574 1.0431 0.4601
H -0.1330 -2.5249 -0.2922 0.3080
H -0.8249 0.1145 1.2404 0.1461
H -0.8920 -0.8022 -1.6760 0.2669
H -0.6379 0.7389 -1.3414 0.3850
H -2.8643 -1.0832 0.0874 0.2552
H -3.0369 0.5572 -0.1639 0.3431
H -2.9469 -0.5492 -1.5393 0.3583
H 1.7351 -0.7621 0.7703 0.2250
H 1.5257 1.1374 1.5297 0.3920
H 0.2668 1.7364 0.4304 0.3405
H 1.9350 1.3767 -1.0828 0.3697
```

(4)
Computed, not measured: a cluster of 2 separate species, C5H13NO in total in a non-equilibrium geometry, with ωB97M-V/def2-TZVPD.

Calculated values
E_LUMO ... 0.031 Ha
2S+1 ... 1
Total charge ... 0
HOMO-LUMO gap ... 0.405 Eh
SMILES ... CC(N)=O.CCC
Calculated total energy ... -8932.00480 eV

Geometry as XYZ:
```
20
Properties=species:S:1:pos:R:3:mulliken_charge:R:1
C -0.2396 2.1441 0.4052 -1.0729
C -1.3531 1.6061 -0.4211 0.6572
O -1.4625 1.6679 -1.6074 -0.5816
N -2.1112 0.6871 0.3058 -0.4066
H 0.1443 1.7153 1.3000 0.4410
H -0.2623 3.1775 0.7246 0.3419
H -2.8905 0.2490 -0.3061 0.2297
H -2.2110 0.5985 1.3195 0.2431
H 0.5838 2.0254 -0.3078 0.2811
C 1.2369 -1.3794 -0.0865 -0.0762
C 0.6256 -1.0464 1.2657 -0.8861
C 0.7300 -1.3205 -1.5115 -1.0541
H 2.1632 -0.6241 -0.0760 0.1628
H 1.5683 -2.5107 0.0023 0.1938
H -0.0109 -1.8318 1.6263 0.3969
H -0.0282 -2.0250 -1.6816 0.3224
H 0.5169 -0.3268 -1.9779 0.2733
H -0.0925 -0.1222 1.1911 -0.1407
H 1.4009 -1.1152 1.9764 0.3879
H 1.6920 -1.5685 -2.1409 0.2871
```

(5)
Computed, not measured: a structure of composition C5H13NO in a non-equilibrium geometry, with ωB97M-V/def2-TZVPD.

Calculated values
E_LUMO ... -0.068 Ha
2S+1 ... 1
Total charge ... 0
HOMO-LUMO gap ... 0.200 Eh
Calculated total energy ... -8927.21966 eV

Geometry as XYZ:
```
20
Properties=species:S:1:pos:R:3:mulliken_charge:R:1
C -2.0462 -0.2793 -0.4550 -0.7142
C -0.0953 0.3175 -1.7693 -0.7420
N -1.0829 -0.6124 -1.4707 -0.2188
H -1.6301 -0.3284 0.6020 0.3264
H -2.8116 -1.0403 -0.4709 0.2871
H -2.4491 0.7155 -0.6092 0.3020
H -0.5704 1.2924 -1.8858 0.3538
H 0.4154 0.0335 -2.6872 0.3785
H -0.5926 -1.4580 -1.1756 0.3366
C 0.3340 -0.7577 1.5439 -0.4498
O -0.8696 -0.5947 2.0612 -0.7751
C 0.9929 0.6077 1.2263 -0.4916
C 1.8437 0.5644 0.0334 -0.7432
H 0.2767 -1.3820 0.6122 0.0391
H 0.9849 -1.3248 2.2343 0.4213
H 1.4757 0.9875 2.1223 0.4401
H 0.1346 1.2717 1.0994 0.3212
H 2.7051 -0.0927 0.1634 0.3023
H 2.2289 1.5419 -0.2624 0.3631
H 0.7559 0.5381 -0.9125 0.2635
```

(6)
Computed, not measured: a cluster of 2 separate species, C5H13NO in total in a non-equilibrium geometry, with ωB97M-V/def2-TZVPD.

Calculated values
E_LUMO ... 0.030 Ha
2S+1 ... 1
Total charge ... 0
HOMO-LUMO gap ... 0.320 Eh
SMILES ... C=C(CC)NC.O
Calculated total energy ... -8932.31928 eV

Geometry as XYZ:
```
20
Properties=species:S:1:pos:R:3:mulliken_charge:R:1
C -1.5172 2.4552 -0.3722 -1.1076
C -0.1425 1.8051 -0.5097 -0.5516
C 0.1545 0.6768 0.4692 0.6061
C -0.4138 -0.5086 0.2641 -1.1408
C 1.8029 2.0933 1.6931 -0.9397
N 0.9514 0.9093 1.6042 -0.2885
H -2.0054 2.5682 -1.3338 0.2890
H -2.1755 1.9170 0.3099 0.3390
H -1.4214 3.4301 0.1211 0.3241
H 0.6272 2.5854 -0.4662 0.2880
H 0.0264 1.3303 -1.4820 0.3778
H -0.2581 -1.4370 0.7975 0.3031
H -1.1085 -0.6687 -0.5528 0.2585
H 2.2757 2.3820 0.7635 0.3265
H 2.5811 1.8739 2.4135 0.3624
H 1.2386 2.9463 2.0975 0.2735
H 1.4673 0.0908 1.8853 0.2806
H -1.4514 -6.7187 -2.3812 0.3226
H -0.6089 -5.4054 -2.3441 0.3217
O -0.5775 -6.3443 -2.5658 -0.6446
```